32
Properties=species:S:1:pos:R:3:forces:R:3:nbo_charge:R:1 method="wB97M-V/def2-TZVPD" lumo_energy_ev=-2.8836 orbital_gap_ev=11.0 homo_ev=-13.867 charge=+1
S 0.19401 -3.19096 -0.88772 0.2537 -0.9981 0.0603 2.5161
O -1.05368 -2.58879 -0.51984 0.6023 -0.0182 -0.4411 -0.9108
O 0.89879 -2.83599 -2.07838 -0.6071 0.2636 0.7333 -0.8779
O 0.01226 -4.79568 -0.84843 -0.1893 1.0402 0.2187 -0.6661
O 1.21007 -3.05823 0.36634 -0.2031 -0.0216 -0.8248 -0.6893
N -1.27568 2.18497 -0.14134 0.2265 0.5761 -1.5179 -0.3706
N -0.40013 5.09871 2.08781 -0.0234 -2.3944 -1.0026 -0.5442
C 0.45761 1.29304 -1.58907 0.8439 0.7303 0.4637 -0.4310
C -0.40868 3.88105 1.62997 -0.0614 1.4761 1.5542 0.0616
C -0.88127 3.60618 0.15315 -0.4007 1.9746 1.8031 -0.3002
C 0.95081 -5.36459 0.07032 0.6709 -0.2104 0.1156 -0.1028
C 0.61569 0.42815 -0.25398 -1.0212 1.4806 -0.1304 -0.4003
C -0.62300 1.04799 0.57848 -0.2545 -3.9172 0.1086 -0.2706
C -0.97900 1.99353 -1.62377 1.6485 -1.5303 -2.0583 -0.2460
C 1.19851 -4.28276 1.10781 -0.4075 -0.4394 0.4539 -0.1044
H -1.79348 1.44455 -2.17525 0.7945 0.0521 1.1150 0.2446
H 0.37956 -4.23333 1.83047 0.0577 -0.0571 -0.0100 0.1952
H -1.38514 0.20634 0.44764 0.7355 1.1231 0.2161 0.2426
H -0.06179 5.08245 3.06531 -0.1899 0.1355 -0.6322 0.3594
H 2.13996 -4.42078 1.63685 0.0250 0.2302 -0.1871 0.2243
H -0.83489 2.91595 -2.25113 -0.5052 -0.4149 1.3661 0.2528
H 1.86473 -5.60251 -0.47954 -0.0375 -0.0035 0.0518 0.2014
H -0.08317 4.01397 -0.53210 -0.8318 -0.9803 0.5937 0.2626
H -0.09062 3.08265 2.37204 -0.4019 0.3719 -1.5094 0.1842
H -2.29003 2.00284 -0.10385 0.4814 0.7897 0.6457 0.4562
H 0.54700 -6.27458 0.51193 -0.1919 0.1340 -0.1605 0.2250
H -0.52112 1.07373 1.69564 0.0244 0.9050 -1.2538 0.2588
H 1.17575 2.14994 -1.40056 -0.7516 -0.7629 -0.3746 0.2108
H -1.81521 4.23579 -0.00901 1.2667 -0.7111 0.1303 0.2668
H 0.82278 0.86187 -2.56160 -0.8196 0.0912 1.0612 0.2728
H 1.60452 0.65526 0.23210 -1.0576 -0.3935 -0.5521 0.2345
H 0.43344 -0.67814 -0.33748 0.3241 1.4786 -0.0365 0.2445

19
Properties=species:S:1:pos:R:3:forces:R:3:nbo_charge:R:1 method="wB97M-V/def2-TZVPD" lumo_energy_ev=-3.3060 orbital_gap_ev=10.1 homo_ev=-13.393 charge=+1
Cl 1.48537 2.05692 -1.18629 -0.0045 -0.2838 -0.0674 0.0500
F 1.91586 -0.62031 -2.40962 0.0170 0.1017 0.0905 -0.3019
N -1.93273 -0.46739 1.11484 -0.4342 -0.0557 0.7729 -0.7592
N -1.24032 -0.18036 -1.63789 0.1103 0.1259 -0.1605 -0.6845
C -0.83642 0.39579 0.71488 -0.0296 -0.0187 -0.1852 -0.1700
C -0.73091 -0.48252 -0.48040 -0.2190 0.0816 -0.4220 0.2963
C 1.72740 0.53191 -0.38913 0.0795 -0.0181 -0.3621 -0.1608
C 0.36450 0.49153 1.60793 -0.0561 -0.1710 -0.3528 -0.1704
C 1.92854 -0.58952 -1.07787 0.2851 0.3593 -0.2000 0.2314
C 1.57707 0.56353 1.07594 0.0058 -0.1388 0.2518 -0.1914
H -1.72862 -1.13961 1.83965 -0.0109 0.0635 0.0863 0.4059
H 2.14927 -1.55114 -0.63832 -0.0506 -0.0340 0.1666 0.2016
H -1.18972 1.40116 0.46043 -0.0650 -0.1599 -0.0288 0.2438
H -2.85414 -0.06376 1.19067 0.0623 0.0835 0.0108 0.4160
H -1.38740 -0.87456 -2.35818 0.1086 0.0305 0.0797 0.4339
H -1.48755 0.77430 -1.86754 0.0189 -0.0777 0.0437 0.4253
H -0.40362 -1.49829 -0.31228 0.0754 0.0402 -0.0557 0.2365
H 0.18545 0.55814 2.66802 0.0095 0.0359 0.2123 0.2443
H 2.45795 0.69416 1.68515 0.0974 0.0358 0.1199 0.2532

Which value of charge does entry 2 give? +1